{"formula": "C22H57AlClNO12P3", "method": "the ωB97M-V functional and the def2-TZVPD basis", "orbital_gap_ev": 6.27, "charge": -1, "homo_energy_ev": -4.5, "species": ["C", "C", "Al", "Cl", "C", "C", "N", "H", "H", "H", "H", "H", "H", "H", "H", "H", "H", "H", "H", "O", "P", "O", "C", "C", "O", "C", "C", "O", "C", "C", "H", "H", "H", "H", "H", "H", "H", "H", "H", "H", "H", "H", "H", "H", "H", "O", "P", "O", "C", "C", "O", "C", "C", "O", "C", "C", "H", "H", "H", "H", "H", "H", "H", "H", "H", "H", "H", "H", "H", "H", "H", "O", "P", "O", "C", "C", "O", "C", "C", "O", "C", "C", "H", "H", "H", "H", "H", "H", "H", "H", "H", "H", "H", "H", "H", "H", "H"], "coordinates": [[-1.29951, 1.25357, -4.56927], [0.14854, 1.83911, -4.60211], [0.07394, 3.73720, -3.96149], [-0.46609, 3.68962, -1.75451], [1.80977, 4.77919, -4.08309], [2.61206, 4.58154, -5.38728], [1.77086, 4.21784, -6.54429], [-1.46122, 0.48051, -5.32529], [-1.56814, 0.90660, -3.57190], [-1.98573, 2.07614, -4.80626], [0.59722, 1.71326, -5.58682], [0.71318, 1.25246, -3.86578], [-1.08443, 4.54837, -4.74305], [2.47790, 4.51087, -3.25687], [1.62098, 5.85439, -3.97616], [3.41587, 3.86754, -5.20078], [3.09636, 5.54668, -5.61577], [1.00115, 4.87884, -6.57497], [2.31570, 4.38729, -7.38323], [-5.87664, 4.33614, -1.05003], [-5.73789, 5.71471, -0.53845], [-4.36607, 5.74808, 0.30560], [-3.11592, 5.49510, -0.37964], [-2.86608, 6.46955, -1.51093], [-6.85785, 5.68727, 0.67231], [-7.98973, 4.82525, 0.57786], [-7.81143, 3.61340, 1.47198], [-5.92534, 7.29956, -0.78479], [-6.06567, 8.25595, 0.27028], [-4.76260, 8.68937, 0.91126], [-3.09890, 4.47103, -0.74902], [-2.32843, 5.58858, 0.36594], [-3.57234, 6.30531, -2.33246], [-1.85861, 6.33915, -1.90214], [-2.98856, 7.50140, -1.17968], [-8.16062, 4.52114, -0.45396], [-8.86347, 5.40071, 0.89459], [-6.81441, 3.18871, 1.36988], [-8.54950, 2.84445, 1.23599], [-7.93701, 3.89284, 2.52016], [-6.77478, 7.92068, 1.02274], [-6.52014, 9.12770, -0.20574], [-4.39487, 7.94521, 1.61469], [-4.92378, 9.61206, 1.47326], [-3.98935, 8.86133, 0.16462], [2.51909, -1.11414, -2.55802], [3.44879, -2.06256, -1.91890], [2.65699, -3.48660, -1.89654], [2.29184, -4.08474, -3.14051], [3.48257, -4.35217, -4.04361], [3.32274, -1.60880, -0.35385], [3.00833, -0.25146, -0.00561], [1.56252, -0.15290, 0.42694], [4.94996, -2.62539, -1.72553], [5.37386, -3.37331, -0.57609], [5.01554, -4.84539, -0.60151], [1.56143, -3.44996, -3.64819], [1.79755, -5.02513, -2.89504], [3.91746, -3.41517, -4.40441], [3.17850, -4.93831, -4.91137], [4.26704, -4.89051, -3.51403], [3.21358, 0.42519, -0.83349], [3.66969, 0.03460, 0.81500], [0.89846, -0.69287, -0.24615], [1.23622, 0.88652, 0.47727], [1.44127, -0.59605, 1.41866], [5.03597, -2.91074, 0.34701], [6.46226, -3.28529, -0.57782], [3.97282, -5.00908, -0.33786], [5.61918, -5.37846, 0.13520], [5.19101, -5.28131, -1.58471], [3.13559, -5.46168, 3.30671], [2.27406, -5.55697, 4.50455], [1.49764, -6.98070, 4.35838], [2.26635, -8.18337, 4.33854], [3.11393, -8.36844, 5.58455], [1.08775, -4.50647, 4.11903], [1.36062, -3.38283, 3.26442], [0.82754, -3.62760, 1.86977], [2.08154, -5.33857, 6.08897], [0.80073, -5.22664, 6.72813], [0.11020, -6.54571, 7.00877], [2.89320, -8.19897, 3.44330], [1.55191, -9.00237, 4.25476], [3.92000, -7.62921, 5.62269], [3.56618, -9.36056, 5.59411], [2.51978, -8.24557, 6.48814], [2.42860, -3.17043, 3.23812], [0.87007, -2.51434, 3.70704], [1.06942, -4.62671, 1.50921], [1.22904, -2.89678, 1.16846], [-0.26096, -3.54377, 1.85915], [0.14323, -4.55265, 6.18645], [1.01183, -4.74058, 7.68223], [-0.35759, -6.95216, 6.11439], [-0.68196, -6.39096, 7.74340], [0.80822, -7.28766, 7.39449]]}